# 1
The following is a DFT calculation (ωB97M-V/def2-TZVPD) of 2 unconnected molecules or ions with the total composition C2H10N4 in a non-equilibrium geometry.

- Total charge: 0
- Gap between HOMO and LUMO (alpha / beta): 0.3288 / 0.3038 hartree

Each atom is followed by the atoms it is bonded to, with distances in Å.
Positions of all 16 atoms, in Å:
1 C 1.859 -1.031 -0.465  C2 1.532, H7 1.064, H8 1.177, H9 1.217
2 C 0.493 -0.580 0.062  C1 1.532, N6 1.393, H10 1.110, H11 1.070
3 N -2.691 -0.622 0.069  N5 1.342, H12 0.969, H13 0.953
4 N 0.581 1.738 0.173  N6 1.375, H14 0.986, H15 1.103
5 N -2.345 0.595 0.518  N3 1.342, H16 1.071
6 N 0.071 0.636 -0.471  C2 1.393, N4 1.375
7 H 1.884 -1.154 -1.521  C1 1.064
8 H 2.759 -0.391 -0.058  C1 1.177
9 H 2.212 -2.122 -0.056  C1 1.217
10 H -0.146 -1.448 -0.202  C2 1.110
11 H 0.337 -0.488 1.117  C2 1.070
12 H -2.784 -0.953 -0.837  N3 0.969
13 H -2.211 -1.220 0.634  N3 0.953
14 H -0.023 2.505 0.036  N4 0.986
15 H 0.620 1.552 1.259  N4 1.103
16 H -2.411 1.206 -0.359  N5 1.071

Atom charges from the Löwdin analysis, given in e for atoms 1 to 8: C -0.12; C -0.39; N -0.08; N 0.00; N -0.04; N -0.12; H 0.04; H 0.09



# 2
The following is a DFT calculation (ωB97M-V/def2-TZVPD) of 2 unconnected molecules or ions with the total composition C2H10N4 in a non-equilibrium geometry.

- SMILES: [H]/N=C/N.NCN
- Total charge: 0
- Gap between HOMO and LUMO: 0.3578 hartree

Each atom is followed by the atoms it is bonded to, with distances in Å.
Positions of all 16 atoms, in Å:
1 H 3.672 1.242 -0.940  N2 0.990
2 N 3.418 0.390 -0.505  H1 0.990, C3 1.300
3 C 2.124 0.442 -0.383  N2 1.300, N4 1.373, H5 1.141
4 N 1.463 -0.517 0.343  C3 1.373, H6 1.046, H7 0.982
5 H 1.655 1.459 -0.601  C3 1.141
6 H 0.500 -0.340 0.709  N4 1.046
7 H 2.079 -0.942 0.980  N4 0.982
8 N -1.655 -1.081 -1.027  C9 1.505, H11 1.038, H12 1.026
9 C -1.979 0.034 -0.070  N8 1.505, N10 1.425, H13 1.051, H14 1.080
10 N -1.297 0.280 1.158  C9 1.425, H15 1.015, H16 0.961
11 H -0.859 -1.603 -0.615  N8 1.038
12 H -1.327 -0.958 -1.991  N8 1.026
13 H -2.992 -0.115 0.164  C9 1.051
14 H -1.973 0.936 -0.664  C9 1.080
15 H -1.445 -0.386 1.909  N10 1.015
16 H -1.385 1.160 1.534  N10 0.961

Atom charges from the Löwdin analysis, given in e for atoms 1 to 8: H -0.01; N 0.03; C -0.38; N 0.05; H 0.13; H 0.04; H 0.06; N -0.01



Table of energy above the lowest of the compared OMol25 structures with the same formula, charge and spin (eV), in record order: 5.448; 1.559
Table of electronic energy (Ha), in record order: -301.02795; -301.17087